9 unconnected molecules or ions with the total composition C63H147N9O15 at a distorted geometry. Source: the Open Molecules 2025 dataset; level of theory: ωB97M-V with the def2-TZVPD basis set.

Each line ends with the Mulliken charge.
Element x y z (Å)
1 C 0.6968 3.6615 4.3601  -0.641
2 O 0.7814 2.3451 4.8360  -0.138
3 C 2.0416 2.0163 5.4195  -0.453
4 C 1.9489 0.7545 6.2382  -0.864
5 N 2.0625 -0.4980 5.4587  -0.458
6 C 1.0337 -0.6983 4.4580  0.030
7 C -0.3884 -0.7082 5.0428  0.158
8 O -0.4179 -1.3368 6.3136  -0.469
9 C -0.5924 -2.7463 6.2341  -0.325
10 H -0.0257 3.6798 3.5460  0.033
11 H 1.6406 4.1413 4.0842  0.357
12 H 0.2592 4.3263 5.1241  0.328
13 H 2.2440 2.8606 6.0975  0.601
14 H 2.8681 1.9590 4.7009  0.174
15 H 1.0657 0.7503 6.8890  0.336
16 H 2.8188 0.7468 6.9022  0.466
17 H 1.8708 -1.1692 6.2007  0.371
18 H 1.2476 -1.6271 3.9230  0.386
19 H 1.0639 0.0718 3.6857  -0.727
20 H -1.0987 -1.1680 4.3472  0.082
21 H -0.7632 0.2948 5.2441  0.423
22 H 0.0476 -3.2282 5.4864  0.300
23 H -1.6432 -2.9631 6.0415  -0.110
24 H -0.2634 -3.1073 7.2104  0.313
25 C 1.0993 0.6367 -5.8192  -0.195
26 O 0.2982 0.0131 -6.7945  -0.409
27 C 0.6813 -1.3262 -6.9808  0.410
28 C -0.4199 -2.0297 -7.7691  -0.961
29 N -1.6134 -2.2426 -6.9419  -0.371
30 C -1.4642 -3.2597 -5.9193  -0.341
31 C -1.0929 -4.6606 -6.3867  -0.420
32 O 0.2966 -4.8545 -6.3770  -0.063
33 C 0.7251 -6.1692 -6.6560  -0.796
34 H 1.0082 0.1442 -4.8451  -0.149
35 H 0.8425 1.6922 -5.7780  0.340
36 H 2.1711 0.5708 -6.0737  0.265
37 H 0.8398 -1.9306 -6.0783  -0.188
38 H 1.6193 -1.3640 -7.5563  0.218
39 H -0.0306 -2.9680 -8.1853  0.302
40 H -0.7098 -1.3867 -8.6017  0.510
41 H -2.3763 -2.4504 -7.5709  0.289
42 H -2.3937 -3.2758 -5.3445  0.416
43 H -0.7350 -2.9849 -5.1521  -0.227
44 H -1.4616 -4.9521 -7.3819  0.463
45 H -1.6071 -5.3383 -5.6805  0.257
46 H 1.8066 -6.2461 -6.6203  0.209
47 H 0.2877 -6.4571 -7.6153  0.348
48 H 0.3570 -6.8148 -5.8460  0.200
49 C -4.2948 -2.4818 3.5540  -0.322
50 O -3.6409 -2.6501 4.7964  -0.224
51 C -4.5274 -2.4875 5.8848  -0.506
52 C -5.4679 -3.6670 6.0978  -0.977
53 N -4.7967 -4.9518 6.3021  -0.140
54 C -4.4446 -5.1746 7.7031  -0.672
55 C -3.8272 -6.5674 7.8900  -0.660
56 O -4.3845 -7.5875 7.1188  -0.308
57 C -5.7387 -7.8724 7.4381  -0.637
58 H -4.3197 -1.4483 3.1873  0.211
59 H -5.2977 -2.9078 3.5496  0.420
60 H -3.6920 -3.0191 2.8187  -0.287
61 H -5.0838 -1.5469 5.7875  0.370
62 H -3.9433 -2.3996 6.8062  0.320
63 H -6.0759 -3.8466 5.1999  0.388
64 H -6.2435 -3.4381 6.8300  0.418
65 H -3.9156 -4.9338 5.7922  0.220
66 H -5.3494 -5.1215 8.3201  0.446
67 H -3.7639 -4.4188 8.1178  0.355
68 H -3.6473 -6.8536 8.9347  0.420
69 H -2.7961 -6.4432 7.5248  0.294
70 H -6.4036 -7.0105 7.3881  0.251
71 H -5.7608 -8.3651 8.4185  0.289
72 H -6.0375 -8.6183 6.7020  0.225
73 C 9.2397 5.1665 5.9246  -0.714
74 O 8.1748 5.4476 5.0380  -0.312
75 C 8.3848 4.8550 3.7760  -0.447
76 C 7.1262 5.0265 2.9497  -0.443
77 N 7.1816 4.1084 1.7960  -0.328
78 C 6.0817 4.2938 0.8552  -1.064
79 C 4.8256 3.4772 1.1965  0.471
80 O 5.0351 2.0824 1.1481  -0.406
81 C 5.1949 1.5312 -0.1314  -0.834
82 H 9.2045 4.0975 6.1700  0.290
83 H 9.1167 5.7563 6.8267  0.248
84 H 10.2132 5.3518 5.4570  0.295
85 H 8.6578 3.7915 3.7720  0.323
86 H 9.2162 5.4037 3.3144  0.299
87 H 7.0742 6.0205 2.5012  0.297
88 H 6.2215 4.8301 3.5383  0.195
89 H 6.9582 3.1748 2.1488  0.340
90 H 6.3652 3.8839 -0.1257  0.402
91 H 5.7861 5.3170 0.6115  0.445
92 H 3.9699 3.7844 0.5820  -0.149
93 H 4.5506 3.6607 2.2421  0.137
94 H 5.2200 0.4399 -0.1309  0.230
95 H 6.1703 1.7976 -0.5604  0.434
96 H 4.3784 1.8136 -0.8080  0.331
97 C -5.5744 4.6614 1.8304  -0.725
98 O -5.2441 4.7189 0.4448  -0.471
99 C -3.8483 4.6803 0.2399  -0.220
100 C -3.5117 4.7112 -1.2278  -0.189
101 N -4.1519 3.6111 -1.9424  -0.033
102 C -4.2783 3.8713 -3.3612  -0.839
103 C -2.9593 4.0982 -4.0738  -0.248
104 O -2.0679 3.0008 -4.2495  -0.483
105 C -2.1617 1.9218 -3.3380  -0.451
106 H -4.9965 5.3815 2.4104  0.273
107 H -5.4167 3.6192 2.1335  0.242
108 H -6.6390 4.8703 1.9083  0.291
109 H -3.5162 3.7614 0.7532  -0.077
110 H -3.2672 5.4347 0.7898  0.376
111 H -2.4223 4.6608 -1.2699  -0.144
112 H -3.8575 5.6761 -1.6357  0.588
113 H -5.0608 3.5268 -1.4983  0.296
114 H -4.8786 4.7806 -3.5533  0.467
115 H -4.8466 3.0781 -3.8536  0.444
116 H -2.3975 4.9146 -3.5912  0.037
117 H -3.0935 4.5048 -5.0797  0.417
118 H -1.9968 2.1488 -2.2840  0.012
119 H -1.3267 1.2678 -3.6021  0.282
120 H -3.0758 1.3571 -3.5243  0.431
121 C 1.9500 -4.0170 -0.2684  -1.048
122 O 1.5038 -3.0631 -1.2245  0.125
123 C 2.1586 -3.1585 -2.4787  -0.068
124 C 3.5783 -2.5841 -2.4521  -1.068
125 N 4.5592 -3.4986 -3.0254  -0.173
126 C 4.5424 -3.6960 -4.4473  -0.728
127 C 4.6344 -2.4425 -5.3124  0.015
128 O 4.8747 -2.8581 -6.6385  -0.329
129 C 5.4854 -1.8399 -7.4188  -0.709
130 H 1.3492 -3.7823 0.6053  0.108
131 H 3.0074 -3.8658 -0.0298  0.396
132 H 1.8487 -5.0364 -0.6457  0.180
133 H 1.5612 -2.5036 -3.1285  -0.196
134 H 2.0744 -4.1461 -2.9434  0.394
135 H 3.8438 -2.3665 -1.4137  0.589
136 H 3.6953 -1.6011 -2.9271  0.372
137 H 5.3887 -3.6815 -2.5005  0.297
138 H 3.7113 -4.3266 -4.7870  0.038
139 H 5.4373 -4.2802 -4.6811  0.453
140 H 5.4579 -1.8107 -4.9488  0.325
141 H 3.7268 -1.8304 -5.2189  -0.017
142 H 5.6923 -2.2934 -8.3881  0.270
143 H 6.3980 -1.4577 -6.9588  0.323
144 H 4.7499 -1.0481 -7.6082  0.245
145 C 0.1459 9.7497 -2.9870  -1.975
146 C 0.0931 9.0883 -1.6008  1.908
147 C -1.3165 8.5115 -1.4943  -1.814
148 C -1.5823 7.6007 -0.2989  -0.656
149 C -0.5080 6.4892 -0.3162  -0.905
150 C 0.9145 7.0432 -0.4262  2.327
151 N 1.0429 7.9973 -1.5275  0.262
152 O 2.3612 8.5211 -1.6232  -0.505
153 C 1.3948 7.5655 0.9424  -1.871
154 C 1.7720 5.8359 -0.8096  -2.099
155 C 0.2613 10.1846 -0.5323  -1.795
156 H 0.8619 10.5760 -3.0186  0.405
157 H -0.8371 10.1107 -3.2807  0.415
158 H 0.5337 9.0778 -3.7571  0.416
159 H -2.0101 9.3579 -1.4597  0.613
160 H -1.6324 7.9486 -2.3785  0.337
161 H -2.5908 7.1888 -0.2661  0.318
162 H -1.5433 8.1486 0.6505  0.394
163 H -0.7357 5.7513 -1.0878  0.090
164 H -0.5914 5.8963 0.6034  0.344
165 H 2.1976 8.2922 0.8491  0.410
166 H 0.5799 8.0011 1.5233  0.280
167 H 1.7247 6.6927 1.5113  0.367
168 H 1.6813 5.0731 -0.0298  -0.023
169 H 1.5203 5.3642 -1.7590  0.334
170 H 2.8469 6.0502 -0.7908  0.751
171 H -0.1937 9.8408 0.3929  0.368
172 H -0.1800 11.1221 -0.8804  0.468
173 H 1.3002 10.4978 -0.4078  0.355
174 H 2.7585 7.9971 -2.3273  0.346
175 C -3.2822 -8.9080 -1.9043  -2.094
176 C -2.3264 -7.7759 -1.5219  1.912
177 C -1.8477 -7.1244 -2.8037  -1.617
178 C -1.0807 -5.8384 -2.5354  -0.075
179 C -1.8518 -4.8544 -1.6861  0.201
180 C -2.4298 -5.4710 -0.3977  2.046
181 N -3.0141 -6.7754 -0.7094  0.467
182 O -3.7129 -7.3346 0.3770  -0.496
183 C -1.2998 -5.5469 0.6445  -1.259
184 C -3.5241 -4.5541 0.1200  -1.700
185 C -1.1391 -8.3911 -0.7339  -1.845
186 H -4.1729 -8.4410 -2.3431  0.449
187 H -3.6294 -9.4473 -1.0249  0.414
188 H -2.8677 -9.5500 -2.6773  0.424
189 H -1.1631 -7.8499 -3.2564  0.486
190 H -2.6479 -6.9061 -3.5155  0.299
191 H -0.7592 -5.3968 -3.4874  0.032
192 H -0.0952 -6.0870 -2.1204  -0.319
193 H -2.6188 -4.3489 -2.2815  0.566
194 H -1.1575 -4.0557 -1.4027  -0.825
195 H -1.6018 -6.1776 1.4874  0.469
196 H -0.4231 -5.9885 0.1757  0.104
197 H -1.0042 -4.6203 1.1428  0.018
198 H -4.3085 -4.4195 -0.6376  0.474
199 H -3.9496 -4.8737 1.0665  0.591
200 H -3.1632 -3.5200 0.1459  -0.048
201 H -1.4151 -8.5663 0.3034  0.315
202 H -0.2391 -7.8043 -0.8953  0.324
203 H -0.8964 -9.3893 -1.1189  0.500
204 H -4.6320 -7.1681 0.1429  0.343
205 C -1.2146 -1.4351 1.1539  0.482
206 C -1.5476 -0.2608 0.2369  2.624
207 C -1.8410 1.0144 1.0348  -0.892
208 C -0.6263 1.7390 1.5975  0.968
209 C 0.3027 2.0329 0.4305  -1.086
210 C 0.7076 0.7749 -0.3299  3.197
211 N -0.4523 -0.0277 -0.7198  0.195
212 O -0.2566 -1.0695 -1.6205  0.428
213 C 1.3085 1.3348 -1.6258  -1.516
214 C 1.7810 0.0345 0.4714  -0.356
215 C -2.8547 -0.4894 -0.5314  -1.305
216 H -2.0364 -1.6506 1.8489  -0.514
217 H -0.3045 -1.3185 1.7363  -0.427
218 H -1.2746 -2.3359 0.5281  -0.853
219 H -2.4328 1.7011 0.4267  -0.522
220 H -2.4697 0.8025 1.9086  0.286
221 H -0.1889 1.2311 2.4569  -0.949
222 H -0.9838 2.7071 1.9641  0.212
223 H 1.2094 2.5459 0.7667  -0.105
224 H -0.1819 2.7871 -0.1978  0.342
225 H 2.1687 1.9775 -1.4130  0.104
226 H 1.6560 0.5431 -2.2949  -0.264
227 H 0.6183 1.9199 -2.2353  0.272
228 H 1.9594 -0.9897 0.1292  -0.600
229 H 2.7746 0.4814 0.3873  -0.278
230 H 1.5434 0.0152 1.5350  -0.067
231 H -2.8641 -1.3724 -1.1811  0.045
232 H -3.0346 0.3580 -1.1894  -0.257
233 H -3.6976 -0.6891 0.1362  0.409
234 H 0.0560 -1.8252 -1.0852  0.117

Forces on the atoms, in the same order (eV/Å):
C -0.73 0.74 0.51
O 0.42 -0.59 -0.57
C -0.49 0.93 0.77
C 0.40 -0.28 -0.25
N 0.02 0.41 0.66
C -0.58 0.02 -0.15
C -0.22 0.26 0.12
O 0.01 -0.49 -0.33
C 0.29 0.35 0.58
H 0.30 -0.03 -0.24
H 0.13 -0.45 -0.29
H 0.15 -0.17 0.14
H 0.40 -0.24 0.09
H -0.24 -0.06 -0.26
H -0.11 0.26 -0.20
H -0.04 0.09 0.01
H 0.23 -0.44 -0.44
H 0.00 -0.16 0.18
H 0.19 0.15 0.16
H 0.00 -0.16 0.02
H 0.27 0.20 -0.21
H -0.08 0.17 -0.14
H 0.06 -0.27 -0.05
H -0.30 -0.27 -0.03
C 0.56 -0.06 -0.14
O 0.20 -0.14 0.62
C -0.33 -0.62 -1.04
C -0.03 0.20 0.17
N 0.62 0.32 -0.19
C -0.27 0.04 -0.17
C -0.55 -0.90 0.31
O 1.00 0.73 0.43
C -1.06 0.11 0.63
H -0.30 0.16 0.12
H -0.22 -0.05 0.17
H -0.08 0.01 -0.17
H 0.08 0.57 0.37
H 0.00 -0.04 0.07
H 0.13 0.02 0.03
H 0.03 0.00 -0.02
H -0.20 -0.15 0.26
H -0.15 -0.26 -0.24
H 0.20 0.23 -0.25
H -0.27 0.44 -0.04
H 0.36 -0.27 -0.05
H 0.09 0.37 -0.35
H 0.32 -0.45 -0.08
H -0.13 -0.29 -0.27
C 0.56 -0.34 -0.71
O -0.32 0.02 0.09
C -0.30 0.20 0.88
C -0.47 -0.46 -1.65
N 0.29 0.38 1.12
C -0.77 -0.59 0.61
C 1.72 0.75 -0.55
O -0.46 0.18 0.06
C 0.66 -0.79 -0.07
H -0.12 0.16 0.50
H -0.04 0.07 -0.01
H -0.12 -0.13 0.02
H -0.09 -0.05 -0.08
H 0.36 0.13 -0.24
H 0.10 0.40 -0.10
H 0.41 -0.14 0.51
H -0.23 -0.07 -0.31
H -0.13 0.18 -0.24
H 0.14 -0.10 0.05
H -0.69 0.11 0.18
H -0.09 -0.35 -0.22
H 0.10 0.09 0.02
H -0.31 0.26 0.10
H -0.22 0.13 0.00
C -0.19 -0.60 -0.33
O 0.03 -0.27 0.31
C -0.05 0.78 -0.37
C -0.20 -0.31 -0.98
N -0.57 -0.22 0.16
C -0.65 -0.79 -1.32
C -0.04 0.57 0.72
O -0.03 -0.57 0.27
C 0.50 0.01 -0.77
H 0.13 0.05 0.22
H -0.01 0.10 -0.01
H 0.00 0.24 0.06
H -0.05 -0.02 0.56
H 0.02 -0.27 -0.29
H -0.08 0.15 0.42
H 0.17 0.31 0.30
H 0.69 0.00 0.08
H 0.38 0.22 0.11
H 0.30 0.20 0.58
H 0.07 -0.11 -0.21
H -0.08 0.04 -0.09
H -0.25 0.02 0.69
H -0.22 0.27 -0.16
H 0.14 0.21 0.01
C -0.23 -0.63 -0.97
O -0.05 1.08 0.06
C 0.22 -1.07 0.91
C -0.31 -0.06 0.24
N 0.19 0.16 0.69
C -0.45 0.23 -0.61
C 0.98 0.35 -0.12
O -0.32 0.25 0.30
C 0.80 -0.62 -0.62
H 0.05 -0.09 0.12
H 0.19 0.22 0.54
H 0.02 0.13 0.06
H 0.30 -0.28 -0.55
H -0.52 0.52 -0.17
H -0.04 -0.01 -0.34
H 0.25 0.09 0.03
H -0.10 -0.23 -0.37
H 0.15 0.08 0.04
H 0.16 -0.22 0.17
H -0.14 -0.17 0.36
H -0.51 -0.25 -0.03
H -0.39 0.39 0.00
H -0.11 -0.09 -0.11
H -0.16 0.01 0.43
C 0.19 0.70 -0.25
O 0.25 -0.79 0.01
C -0.74 1.59 -0.84
C 1.08 -0.50 0.17
N -1.02 0.15 0.39
C 0.98 -0.50 -0.18
C 0.00 0.07 0.41
O 0.29 0.26 0.11
C -0.95 -0.48 -0.39
H 0.03 -0.54 0.22
H 0.02 0.03 0.07
H -0.32 -0.09 0.15
H -0.08 -0.13 0.11
H 0.37 -0.23 0.44
H 0.02 -0.29 0.04
H -0.67 -0.03 -0.15
H 0.25 0.15 -0.19
H -0.21 0.22 0.10
H -0.06 -0.02 -0.10
H 0.07 -0.11 0.00
H -0.09 -0.02 -0.30
H 0.25 0.03 0.07
H 0.00 0.06 0.02
H 0.28 0.26 0.17
C 1.06 0.08 -0.34
C -0.52 0.66 -0.47
C -1.35 -0.27 0.42
C 0.86 -0.14 0.38
C -1.08 0.42 0.47
C 0.72 -0.69 0.03
N -0.66 -0.29 -0.64
O -0.01 -0.09 0.34
C -0.40 -0.30 0.11
C 0.91 -0.51 0.66
C 0.25 0.20 -0.33
H -0.19 0.13 0.21
H 0.01 0.10 -0.01
H -0.39 -0.31 0.12
H 0.09 0.08 0.02
H 0.51 0.03 -0.23
H 0.01 -0.06 -0.52
H 0.33 0.10 -0.09
H 0.25 0.34 -0.43
H 0.28 0.14 0.10
H 0.09 -0.09 -0.02
H 0.02 0.17 -0.11
H 0.22 0.19 0.11
H -0.28 -0.08 -0.04
H -0.19 0.27 -0.09
H -0.10 0.29 -0.23
H 0.19 0.41 0.24
H -0.58 -0.24 0.12
H 0.12 -0.57 0.23
H -0.05 0.08 -0.02
C -0.95 0.92 0.11
C 0.32 -0.75 0.85
C 0.76 0.33 -0.06
C 0.81 -0.26 -0.64
C 0.30 0.29 -0.02
C 0.42 0.37 0.28
N -0.92 0.66 -1.40
O 0.34 -0.07 0.28
C 0.03 -0.64 0.58
C -0.40 0.79 -0.87
C -0.07 -0.73 -0.87
H -0.01 -0.08 -0.01
H 0.25 -0.29 -0.10
H 0.25 -0.18 0.23
H -0.14 0.06 -0.26
H -0.25 -0.23 0.22
H -0.40 0.19 0.00
H -0.22 0.03 0.50
H -0.22 -0.31 0.03
H -0.13 0.04 0.15
H -0.03 -0.23 -0.22
H 0.15 0.03 0.23
H -0.20 0.35 -0.55
H -0.18 -0.64 0.16
H 0.04 0.10 0.09
H 0.35 -0.17 0.63
H 0.18 0.43 0.14
H 0.08 0.11 0.58
H -0.10 0.09 -0.17
H -0.02 -0.10 0.11
C -1.29 -0.67 -0.10
C -0.11 0.14 -0.01
C 0.23 0.26 0.96
C -0.44 0.69 -0.61
C -0.10 0.09 0.95
C 0.65 0.35 -1.35
N -1.53 1.89 0.56
O 0.25 -0.22 0.63
C 0.70 -0.40 -0.73
C 0.54 -0.47 0.14
C -0.02 -1.09 -0.54
H 0.06 0.41 0.14
H 0.19 -0.14 -0.23
H 0.86 -0.06 0.14
H 0.20 0.07 -0.22
H -0.21 -0.47 -0.30
H 0.21 -0.13 -0.19
H 0.01 -0.10 0.22
H 0.19 -0.25 0.06
H -0.21 -0.37 -0.33
H -0.04 -0.05 0.13
H 0.10 -0.14 0.15
H -0.33 -0.01 0.34
H -0.44 -0.03 -0.06
H -0.20 0.42 0.01
H -0.03 -0.13 0.02
H 0.50 0.01 0.02
H -0.21 0.12 0.18
H 0.05 0.50 0.21
H 0.27 0.05 -0.50

Computed properties:
HOMO level = -7.842 eV
Kohn-Sham gap = 0.3061 Ha
energy relative to the best compared isomer or geometry (same formula, charge and spin) = 0.0 kcal/mol
DFT total energy = -4109.5118 Eh